1.
The molecule C7H9FO4S. Source: the OMol25 dataset; level of theory: wB97M-V/def2-TZVPD.

SMILES	C#C[C@H]1OS(=O)(=O)O[C@@]1(C)[C@H](C)F
molecular weight	208.21	Da
HOMO energy	-0.3826	Eh
lowest unoccupied orbital energy	0.208	eV

```
! RIJCOSX wB97M-V def2-TZVPD def2/J DEFGRID3
* xyz 0 1
C -1.56375 -2.40403 -2.21937
C -0.94743 -1.28968 -1.88366
C -0.60974 0.24193 -1.42614
O -1.86971 0.96147 -1.22798
S -2.14654 0.74519 0.44954
O -2.54048 -0.67170 0.86176
O -3.21428 1.71494 0.91575
O -0.57130 1.24987 0.88416
C 0.22681 0.45919 -0.05993
C 1.39167 1.48683 -0.51714
C 0.77410 -0.82060 0.75627
C 1.49782 -0.41966 2.15898
F 1.82996 -1.47539 -0.04380
H -2.12471 -3.22905 -2.80981
H -0.22688 0.67911 -2.41571
H 2.34499 1.33032 0.12481
H 1.65495 1.42037 -1.64981
H 1.05509 2.58462 -0.32959
H -0.04661 -1.62462 0.92493
H 0.84833 0.28192 2.80935
H 1.74061 -1.33600 2.81462
H 2.49711 0.11495 1.88277
*
```


2.
The molecule C7H9IS2. Source: the OMol25 dataset; level of theory: wB97M-V/def2-TZVPD.

ΔE to the lowest compared entry with this formula, charge and spin	0.0	kcal/mol
SMILES	CC(C)(I)Sc1cccs1
molecular weight	284.19	Da
HOMO energy	-0.3008	Eh
lowest unoccupied orbital energy	0.349	eV

```
! RIJCOSX wB97M-V def2-TZVPD def2/J DEFGRID3
* xyz 0 1
C 2.25993 1.76814 1.31126
C 1.55587 0.92720 0.18077
C 0.55821 1.61976 -0.79599
I 2.79440 -0.57812 -0.60603
S 0.09600 -0.01521 1.45095
C -0.68943 -0.98547 0.28353
C -2.00901 -0.80947 0.09939
C -2.59461 -1.87246 -0.59483
C -1.70323 -2.87448 -0.88347
S -0.11954 -2.47769 -0.40429
H 2.64144 1.07257 2.05009
H 2.92386 2.35393 0.68600
H 1.43676 2.26476 1.80449
H 0.19294 0.80659 -1.47086
H -0.35299 1.99307 -0.35956
H 1.10812 2.49634 -1.09426
H -2.56664 0.06487 0.62078
H -3.61038 -2.03789 -0.91554
H -1.92170 -3.71644 -1.36243
*
```


3.
A cluster of 2 separate species, C7H9N in total. Source: the OMol25 dataset; level of theory: wB97M-V/def2-TZVPD.

ΔE to the lowest compared entry with this formula, charge and spin	106.4	kcal/mol
SMILES	c1ccncc1.C=C
molecular weight	107.16	Da
HOMO energy	-0.3314	Eh
lowest unoccupied orbital energy	0.605	eV

```
! RIJCOSX wB97M-V def2-TZVPD def2/J DEFGRID3
* xyz 0 1
C -1.33647 0.15475 -1.57374
C -0.95054 -1.12801 -1.22503
C 0.25110 -1.29569 -0.54319
N 1.06386 -0.29871 -0.19728
C 0.65934 0.93048 -0.52481
C -0.50726 1.21932 -1.21979
H -2.24720 0.31635 -2.13436
H -1.54301 -1.99025 -1.49152
H 0.59013 -2.29623 -0.26677
H 1.34161 1.72533 -0.20308
H -0.75697 2.24300 -1.47041
C 0.20675 0.13403 2.96382
C 0.61143 0.23951 1.75062
H -0.92757 0.18089 3.07717
H 0.82992 -0.25438 3.64519
H -0.01042 0.38163 0.86051
H 1.67042 0.25829 1.59691
*
```


4.
The molecule C7H9N. Source: the OMol25 dataset; level of theory: wB97M-V/def2-TZVPD.

ΔE to the lowest compared entry with this formula, charge and spin	174.4	kcal/mol
molecular weight	107.16	Da
HOMO energy	-0.2367	Eh
lowest unoccupied orbital energy	-1.224	eV

```
! RIJCOSX wB97M-V def2-TZVPD def2/J DEFGRID3
* xyz 0 1
C -0.08468 -1.74564 0.96460
C 0.02073 -0.80713 1.92988
N -0.10432 0.47464 1.39994
C -0.13285 0.36558 -0.02085
C -0.25651 -1.12693 -0.38453
C 0.28038 -1.95392 -1.54449
C -0.16953 2.79844 -0.20260
C -0.02171 1.51929 -0.75705
H 0.54493 -2.61772 1.06926
H 0.09656 -0.94355 3.00200
H 0.46060 1.15128 1.88785
H -0.52220 -2.43098 -2.11899
H 1.14300 -1.68047 -2.14990
H -1.09604 -1.06345 -1.12028
H -0.79252 3.53480 -0.70203
H 0.50660 3.10424 0.58349
H 0.12753 1.42153 -1.83629
*
```


5.
The molecule C7H9N. Source: the OMol25 dataset; level of theory: wB97M-V/def2-TZVPD.

ΔE to the lowest compared entry with this formula, charge and spin	158.0	kcal/mol
SMILES	C=CNC1C=CC=C1
molecular weight	107.16	Da
HOMO energy	-0.3046	Eh
lowest unoccupied orbital energy	0.773	eV

```
! RIJCOSX wB97M-V def2-TZVPD def2/J DEFGRID3
* xyz 0 1
C 1.88718 1.07540 0.75615
C 2.03340 -0.15232 0.15758
N 1.15182 -0.60093 -0.80082
C -0.17916 -0.50788 -0.65526
C -0.75927 0.90020 -0.70829
C -1.86278 0.87515 -0.02300
C -1.91746 -0.42095 0.76859
C -0.81107 -1.15340 0.43345
H 1.01928 1.85833 0.79767
H 2.68561 1.09441 1.45532
H 2.99793 -0.93960 0.33498
H 1.21632 -1.78231 -0.89095
H -0.87638 -0.64962 -1.66300
H -0.25806 1.55776 -1.51299
H -2.47535 1.87946 -0.44835
H -2.22690 -0.46855 1.90927
H -0.49017 -2.04056 1.24845
*
```


6.
The molecule C7H9N. Source: the OMol25 dataset; level of theory: wB97M-V/def2-TZVPD.

ΔE to the lowest compared entry with this formula, charge and spin	103.3	kcal/mol
SMILES	CC1=N[C@H](C)C2=C[C@H]21
molecular weight	107.16	Da
HOMO energy	-0.3279	Eh
lowest unoccupied orbital energy	0.575	eV

```
! RIJCOSX wB97M-V def2-TZVPD def2/J DEFGRID3
* xyz 0 1
C -2.26974 0.86218 0.13171
C -0.94899 0.18557 0.12959
N 0.06425 0.70189 0.69929
C 1.34292 -0.02169 0.47869
C 2.22681 0.92892 -0.41642
C 0.72832 -1.26795 -0.17793
C -0.13265 -2.17879 0.32660
C -0.68826 -1.04896 -0.59482
H -2.31826 1.27085 1.09628
H -3.08473 0.21959 -0.00562
H -2.27932 1.57484 -0.69736
H 1.58272 -0.28731 1.47270
H 3.30300 0.77793 -0.19319
H 1.89998 1.85367 -0.03282
H 2.01649 0.69888 -1.43511
H -0.46857 -3.07320 0.90353
H -0.97400 -1.19640 -1.68513
*
```


7.
The molecule C7H9N. Source: the OMol25 dataset; level of theory: wB97M-V/def2-TZVPD.

ΔE to the lowest compared entry with this formula, charge and spin	48.9	kcal/mol
SMILES	N#C[C@@]12CCC[C@@H]1C2
molecular weight	107.16	Da
HOMO energy	-0.3663	Eh
lowest unoccupied orbital energy	0.832	eV

```
! RIJCOSX wB97M-V def2-TZVPD def2/J DEFGRID3
* xyz 0 1
N 1.71349 2.03993 2.56166
C 1.04177 1.35330 1.86152
C 0.26696 0.51158 0.98388
C -0.33018 -0.74969 1.56161
C -1.80021 -0.87357 1.18979
C -1.92412 0.20926 0.10160
C -0.75358 1.08785 0.00515
C 0.47997 0.47479 -0.54065
H 0.17390 -1.56082 1.07863
H -0.19433 -0.80260 2.65927
H -2.30280 -0.54331 2.17755
H -2.06881 -1.88901 0.96883
H -1.82099 -0.38351 -0.88219
H -2.94160 0.63977 0.26828
H -0.82464 2.20528 -0.17595
H 0.39035 -0.42733 -1.07450
H 1.04979 1.23965 -0.93556
*
```


8.
A cluster of 2 separate species, C7H9N in total. Source: the OMol25 dataset; level of theory: wB97M-V/def2-TZVPD.

ΔE to the lowest compared entry with this formula, charge and spin	72.9	kcal/mol
SMILES	C#CC(=C)C.CC#N
molecular weight	107.16	Da
HOMO energy	-0.3329	Eh
lowest unoccupied orbital energy	0.831	eV

```
! RIJCOSX wB97M-V def2-TZVPD def2/J DEFGRID3
* xyz 0 1
C -2.30493 1.86552 -0.32330
C -1.58295 0.89858 -0.27628
C -1.06111 -0.43516 -0.31058
C -0.63157 -0.94724 -1.46912
C -1.19895 -1.19573 0.97581
H -2.92240 2.71326 -0.39940
H -0.00238 -1.82209 -1.48083
H -0.67293 -0.38250 -2.38623
H -2.23803 -1.47562 1.14608
H -0.55251 -2.06985 0.95664
H -0.90646 -0.57495 1.82293
C 2.39919 1.05700 0.24146
C 2.13546 -0.35548 0.35083
N 2.18216 -1.49632 0.51937
H 1.48520 1.53919 -0.10888
H 2.67666 1.44539 1.22197
H 3.19557 1.23601 -0.48047
*
```